Entry 1:
Density functional theory data (ωB97M-V/def2-TZVPD) for a cluster of 12 separate species, C16H57F6N3O11P in total.

```
94
Properties=species:S:1:pos:R:3:lowdin_charge:R:1
P 9.4277 -1.0080 26.9327 0.180
F 9.0446 -0.9290 25.3651 -0.148
F 10.8767 -1.7073 26.5587 -0.165
F 10.1337 0.4593 26.9487 -0.167
F 9.8097 -1.0438 28.4660 -0.131
F 7.9923 -0.3472 27.2748 -0.147
F 8.7782 -2.4762 26.9618 -0.130
C 8.8385 2.4658 22.7002 -0.091
C 8.3709 1.0236 22.8129 -0.331
O 8.7742 0.3787 21.6339 -0.071
H 9.9296 2.4943 22.7483 0.069
H 8.4222 3.0560 23.5193 0.065
H 8.5399 2.9001 21.7468 0.071
H 7.2802 1.0705 22.7725 0.111
H 8.6138 0.6119 23.7921 0.089
H 9.7294 0.2694 21.6596 0.083
C 10.2472 3.2591 28.8097 -0.091
C 10.1657 3.0735 30.3231 -0.342
O 10.8755 4.0509 31.0234 -0.065
H 9.8294 4.1954 28.4302 0.069
H 9.7933 2.4142 28.2953 0.049
H 11.3042 3.4525 28.6095 0.073
H 10.5996 2.0736 30.4242 0.110
H 9.1301 2.9488 30.6430 0.111
H 11.7483 3.6731 31.1542 0.082
C 3.4067 2.5291 25.8802 -0.065
C 4.4143 1.4243 25.4501 -0.436
C 5.7600 1.6004 26.2077 -0.216
O 6.1890 2.9556 26.1240 -0.180
C 7.3543 3.1198 26.9287 -0.128
N 3.8021 0.1421 25.6359 0.040
H 2.4386 2.2269 25.4741 0.064
H 3.6383 3.4785 25.4010 0.066
H 3.2866 2.5586 26.9633 0.075
H 4.7429 1.6308 24.4279 0.129
H 6.5506 0.9398 25.8447 0.095
H 5.5938 1.2493 27.2330 0.123
H 7.2716 2.8793 27.9904 0.088
H 7.5372 4.1980 26.9616 0.080
H 8.2532 2.7118 26.4631 0.076
H 3.3455 0.0066 26.5273 0.073
H 4.5211 -0.5731 25.5600 0.032
C 14.3282 -6.3063 27.6583 -0.068
C 13.9515 -4.9640 27.0004 -0.434
C 13.4655 -4.9416 25.5129 -0.183
O 13.4278 -3.6588 24.9739 -0.209
C 14.6528 -2.9446 24.9514 -0.077
N 12.9231 -4.3527 27.8211 0.050
H 14.4643 -6.3034 28.7376 0.071
H 15.2489 -6.5891 27.1417 0.070
H 13.5686 -7.0579 27.4317 0.072
H 14.8749 -4.3927 27.1493 0.109
H 12.4408 -5.3161 25.5622 0.123
H 14.0011 -5.6421 24.8659 0.128
H 15.5384 -3.5283 24.6865 0.090
H 14.8188 -2.6224 25.9819 0.082
H 14.6105 -2.0724 24.3034 0.092
H 12.3997 -3.6414 27.3280 0.060
H 13.2061 -4.0743 28.7469 0.071
C 10.3660 -6.4908 30.4159 -0.062
C 8.9332 -5.9804 30.4797 -0.426
C 8.8782 -4.4560 30.2919 -0.190
O 9.5918 -3.8144 31.3772 -0.204
C 10.4094 -2.7427 30.8592 -0.086
N 8.0978 -6.5158 29.3679 0.039
H 10.8951 -6.1237 31.2987 0.074
H 10.9794 -6.1903 29.5674 0.067
H 10.3307 -7.5689 30.5880 0.070
H 8.4915 -6.2246 31.4496 0.132
H 7.8731 -4.0366 30.2247 0.118
H 9.4634 -4.2893 29.3849 0.114
H 9.7950 -1.9398 30.4618 0.072
H 11.1193 -3.1679 30.1471 0.072
H 10.9942 -2.4196 31.7217 0.082
H 7.9511 -7.5058 29.5290 0.065
H 7.1898 -6.0957 29.5374 0.061
O 6.4220 -4.2255 26.8841 -0.061
H 7.0797 -4.4562 26.2133 0.024
H 6.8384 -4.4826 27.7106 0.023
O 6.1078 -1.9179 29.2102 -0.056
H 6.0340 -2.6385 28.5769 0.000
H 6.6140 -1.2396 28.7512 0.009
O 12.4452 0.3141 25.3858 -0.068
H 13.0181 0.9140 25.8679 0.025
H 11.5688 0.4557 25.7664 -0.014
O 6.1090 -1.7597 25.6765 -0.064
H 6.9887 -1.4190 25.4911 0.002
H 6.2667 -2.5959 26.1390 -0.011
O 8.8882 -5.2058 25.8622 -0.067
H 9.3862 -4.4496 25.5107 0.001
H 9.5460 -5.7445 26.3066 0.035
O 10.7095 -3.4840 24.4946 -0.051
H 11.5289 -3.4532 25.0016 0.001
H 10.4078 -2.5711 24.4980 0.027
```

Output
Frontier orbital gap, eV: 8.573
Charge: -1
ΔE to the lowest compared entry with this formula, charge and spin, kJ/mol: 0.00

Entry 2:
Density functional theory data (ωB97M-V/def2-TZVPD) for an isolated molecule of C7H8ClN3S.

```
20
Properties=species:S:1:pos:R:3:lowdin_charge:R:1
C -0.2427 -0.7372 0.3985 0.004
C -0.3020 1.5875 0.4392 -0.083
C -1.0097 0.4153 0.5729 -0.291
C 1.1245 -0.6546 0.2507 -0.363
C 1.7520 0.5495 0.3102 -0.012
C 1.0865 1.7815 0.2347 -0.588
C -2.4752 0.4447 0.6868 -0.041
N 1.9708 -1.8029 0.0326 -0.276
N 3.8772 -0.0127 0.1310 -0.450
N 4.1402 0.2439 -1.1809 -0.066
S 3.5247 -1.4849 0.7617 0.848
Cl 1.8539 3.3659 0.0918 0.638
H -0.7123 -1.7178 0.3963 0.122
H -0.9497 2.3562 0.4382 0.066
H -2.8766 -0.2337 -0.0482 0.080
H -2.7366 0.1053 1.6751 0.085
H -2.8314 1.4659 0.4065 0.100
H 1.7531 -2.7265 0.4043 0.064
H 5.0601 0.7319 -1.2618 0.102
H 4.1985 -0.5450 -1.7927 0.063
```

Output
Frontier orbital gap (spin up / spin down), eV: 7.984 / 7.984
ΔE to the lowest compared entry with this formula, charge and spin, kJ/mol: 433.30

Entry 3:
Density functional theory data (ωB97M-V/def2-TZVPD) for a structure of composition C2H2I4.

```
8
Properties=species:S:1:pos:R:3:lowdin_charge:R:1
C -0.5310 0.0866 -0.6444 -0.942
C 0.0570 -0.3395 0.5144 -1.255
I -0.4028 -1.1640 -2.2199 0.952
I 1.7659 2.3492 -1.0419 -0.018
I -0.8089 -2.4024 1.4101 0.547
I -0.0962 1.1701 2.0454 0.716
H -1.1127 0.9528 -0.6630 -0.019
H 1.1287 -0.6528 0.5993 0.020
```

Output
Frontier orbital gap (spin up / spin down), eV: 4.940 / 5.037
ΔE to the lowest compared entry with this formula, charge and spin, kJ/mol: 205.09

Entry 4:
Density functional theory data (ωB97M-V/def2-TZVPD) for an isolated molecule of C13H28SSi.

```
43
Properties=species:S:1:pos:R:3:lowdin_charge:R:1
S 1.7228 1.0258 -3.5100 0.852
C 3.0758 -1.2733 -3.1580 -0.061
C 3.1187 0.0682 -3.0198 -0.511
C -0.3657 -4.4755 0.5604 -0.131
C -3.4859 2.7807 -0.0543 -0.117
C 1.7182 2.0044 3.0968 -0.116
C 0.9398 1.1302 -1.8943 -0.572
C 0.1149 -3.0550 0.3943 -0.337
C -2.1478 2.0918 -0.2976 -0.323
C 0.7133 1.7585 1.9835 -0.313
C 0.1549 -0.1063 -1.5625 -0.307
C -1.0509 -2.0619 0.3110 -0.269
C -2.0476 0.7675 0.4452 -0.268
C 0.6160 0.2706 1.6119 -0.260
Si -0.5161 -0.2471 0.1971 0.612
H 2.2353 -1.7342 -3.5872 0.032
H 3.8971 -1.9276 -2.8801 0.057
H 4.0158 0.5117 -2.6194 0.058
H 0.4384 -5.1648 0.3395 0.061
H -1.2072 -4.7342 -0.1093 0.078
H -0.7566 -4.6055 1.5965 0.085
H -4.2991 2.2780 -0.5735 0.071
H -3.7185 2.7615 1.0178 0.074
H -3.4477 3.8337 -0.3484 0.070
H 2.6882 1.5958 2.8305 0.072
H 1.8377 3.0585 3.2822 0.064
H 1.4102 1.5378 4.0133 0.066
H 0.3416 2.0588 -1.8895 0.067
H 1.7419 1.2848 -1.1539 0.074
H 0.7874 -2.7478 1.2130 0.103
H 0.7356 -2.9739 -0.5101 0.094
H -1.3809 2.7630 0.0534 0.085
H -1.9510 2.0173 -1.3847 0.103
H -0.3014 2.1052 2.2724 0.102
H 0.9703 2.3734 1.1149 0.095
H 0.7962 -0.9891 -1.7474 0.056
H -0.7961 -0.1740 -2.1100 0.087
H -1.7040 -2.1751 1.1770 0.078
H -1.6998 -2.2751 -0.5635 0.090
H -2.8557 0.1244 0.1449 0.073
H -2.1716 0.9519 1.5066 0.079
H 0.2374 -0.3253 2.4380 0.080
H 1.5959 -0.1076 1.3733 0.068
```

Output
Frontier orbital gap, eV: 9.375
SMILES: C=CSCC[Si](CCC)(CCC)CCC
ΔE to the lowest compared entry with this formula, charge and spin, kJ/mol: 0.00

Energy readings, ordered: -2576.50622; -1294.00900; -1268.06869; -1199.79545 a.u.